1.
A molecular structure, C7H5ClNO2S at a distorted geometry, computed with wB97M-V/def2-TZVPD.

Lowest unoccupied orbital energy (spin up / spin down)   2.4 / 2.3 eV
Energy relative to the best compared isomer or geometry (same formula, charge and spin)   0.0 kJ/mol
Net charge   -1

XYZ file:
```
17
C7H5ClNO2S (wB97M-V/def2-TZVPD)
C 1.51572 2.25782 0.59716
C 0.85752 2.12933 -0.57086
C 1.27319 1.04767 1.32560
C 0.31598 0.29959 0.53351
C -1.46965 -1.62938 -1.58322
C -0.48349 -1.04105 0.77914
C -0.80373 -1.99602 -0.29178
N 0.09972 0.95972 -0.56253
O -1.81303 -2.48169 -2.43017
O -1.66333 -0.32933 -1.71845
S 2.03932 0.82583 2.80643
Cl -0.30481 -3.66851 -0.02522
H 2.20335 2.99210 0.84694
H 0.81150 2.77654 -1.43214
H -0.08056 -1.66393 1.61307
H -1.59988 -0.68239 1.16215
H -0.89782 0.20368 -1.04963
```


2.
A gas-phase ion, C7H5F3NO2 (charge -1) at a distorted geometry, computed with wB97M-V/def2-TZVPD.

Lowest unoccupied orbital energy   3.6 eV
Energy relative to the best compared isomer or geometry (same formula, charge and spin)   0.0 kJ/mol
Net charge   -1
Structure (SMILES)   N[C@]1(F)C=C(C(=O)[O-])[C@H](F)C=C1F

XYZ file:
```
18
C7H5F3NO2 (wB97M-V/def2-TZVPD)
N 1.61056 0.60962 -1.82273
C 0.22820 0.68528 -1.44369
F -0.36767 1.65998 -2.22234
C 0.04415 1.17504 0.25757
C -0.14387 0.25301 1.16483
C -0.52500 0.60650 2.68124
O 0.22480 1.36425 3.27776
O -1.57315 0.04233 2.99461
C -0.27418 -1.20134 0.82054
F 0.97580 -1.83233 0.96601
C -0.75194 -1.44389 -0.57691
C -0.50306 -0.60332 -1.57218
F -0.97813 -0.87930 -2.81860
H 2.06335 -0.13122 -1.30056
H 2.06775 1.48838 -1.60006
H 0.14185 2.23282 0.40519
H -0.93103 -1.67672 1.55676
H -1.30843 -2.34908 -0.76744
```


3.
C7H5FINO4S in the gas phase at a distorted geometry, computed with wB97M-V/def2-TZVPD.

Lowest unoccupied orbital energy   -0.2 eV
Structure (SMILES)   O=S1(=O)O[C@@H](c2ccccn2)[C@](F)(I)O1

XYZ file:
```
20
C7H5FINO4S (wB97M-V/def2-TZVPD)
O -3.59374 -0.43375 -2.31587
S -2.21211 -0.22674 -1.94799
O -1.41565 0.00899 -3.12831
O -1.41210 -1.43143 -1.14700
C -1.02368 -0.88620 0.12162
C 0.44244 -0.27979 0.21268
C 1.31880 -0.95282 1.14464
C 2.68413 -0.38746 1.27400
C 2.89069 0.77013 0.40464
C 1.89808 1.33063 -0.49309
N 0.66296 0.77733 -0.59255
C -1.95712 0.36414 0.44107
F -1.36713 1.14672 1.41847
I -3.90856 -0.08496 1.34855
O -2.30780 0.97271 -0.79565
H -1.15441 -1.58704 0.98108
H 1.00736 -1.82170 1.77366
H 3.45002 -0.79132 1.96488
H 3.88456 1.28200 0.45470
H 2.11326 2.23055 -1.11953
```